No. 1
Here is a molecular structure, C51H44GeN4O2S6Tc at a distorted geometry from the OMol25 dataset. Energies are from wB97M-V/def2-TZVPD.

The geometry in ORCA input format:
```
! RIJCOSX wB97M-V def2-TZVPD def2/J DEFGRID3
* xyz 2 2
Tc 0.2249 0.1870 -0.1493
S -3.5142 2.2417 1.5097
C -2.1492 1.5358 0.9827
S -0.6346 2.2720 0.7018
S -2.0309 -0.2398 0.6133
N 1.1918 -0.3182 1.5082
S 2.5823 -0.4514 2.0416
N 3.5786 0.8387 1.9391
S 4.4027 1.5506 0.8349
N 4.5403 0.8647 -0.5705
S 3.2356 0.8799 -1.5640
N 1.9461 0.7990 -0.8403
C 3.3428 2.4150 -2.4923
C 2.1991 3.1811 -2.6274
C 2.2695 4.3527 -3.3619
C 3.4704 4.7399 -3.9365
C 4.6110 3.9656 -3.7800
C 4.5507 2.7873 -3.0541
C 3.6082 -0.4707 -2.6861
C 4.6959 -1.2907 -2.4492
C 4.9439 -2.3379 -3.3217
C 4.0900 -2.5617 -4.3909
C 2.9943 -1.7381 -4.6078
C 2.7496 -0.6745 -3.7546
C 6.0760 1.6400 1.4494
C 6.2671 2.0829 2.7502
C 7.5535 2.1207 3.2607
C 8.6260 1.7315 2.4696
C 8.4206 1.3047 1.1656
C 7.1364 1.2540 0.6482
C 3.7928 3.2194 0.6394
C 2.4901 3.4960 1.0079
C 1.9752 4.7537 0.7379
C 2.7707 5.7101 0.1248
C 4.0862 5.4235 -0.2138
C 4.6082 4.1653 0.0370
C 3.5356 -1.8256 1.3478
C 4.7092 -2.2231 1.9668
C 5.4238 -3.2838 1.4308
C 4.9627 -3.9294 0.2922
C 3.7769 -3.5316 -0.3072
C 3.0552 -2.4716 0.2230
C 2.5565 -0.6527 3.8299
C 3.5826 -0.1166 4.5897
C 3.5212 -0.2044 5.9710
C 2.4297 -0.8095 6.5763
C 1.4232 -1.3691 5.8043
C 1.4877 -1.3057 4.4218
H 1.2798 2.8472 -2.1690
H 1.3835 4.9514 -3.4954
H 3.5156 5.6444 -4.5219
H 5.5404 4.2702 -4.2344
H 5.4143 2.1532 -2.9205
H 5.3291 -1.0922 -1.5991
H 5.7997 -2.9768 -3.1650
H 4.2819 -3.3829 -5.0633
H 2.3375 -1.9225 -5.4443
H 1.9143 -0.0073 -3.9139
H 5.4172 2.3954 3.3370
H 7.7187 2.4583 4.2719
H 9.6266 1.7650 2.8721
H 9.2558 1.0134 0.5479
H 6.9380 0.9246 -0.3591
H 1.8987 2.7316 1.4894
H 0.9533 4.9729 1.0031
H 2.3681 6.6889 -0.0851
H 4.7071 6.1748 -0.6764
H 5.6290 3.9269 -0.2235
H 5.0531 -1.7181 2.8557
H 6.3384 -3.6080 1.9045
H 5.5266 -4.7499 -0.1251
H 3.4098 -4.0453 -1.1840
H 2.1309 -2.1466 -0.2345
H 4.3994 0.3793 4.0899
H 4.3126 0.2096 6.5781
H 2.3633 -0.8467 7.6532
H 0.5808 -1.8446 6.2813
H 0.7235 -1.7597 3.8112
Ge -2.3694 -1.0567 2.7473
C -1.6187 -2.8984 2.7627
C -0.4366 -3.2654 2.1321
C 0.0351 -4.5644 2.2436
C -0.6684 -5.5071 2.9756
C -1.8624 -5.1516 3.5823
C -2.3360 -3.8557 3.4729
C -1.9149 0.4519 3.9603
C -0.7131 1.1446 3.8914
C -0.5358 2.2927 4.6433
C -1.5531 2.7559 5.4601
C -2.7436 2.0552 5.5431
C -2.9252 0.9054 4.7991
H -3.8931 -1.1401 2.7598
H 0.1076 -2.5396 1.5387
H 0.9552 -4.8493 1.7554
H -0.2975 -6.5183 3.0651
H -2.4272 -5.8810 4.1422
H -3.2783 -3.5772 3.9243
H 0.0731 0.8074 3.2250
H 0.3940 2.8375 4.5755
H -1.4179 3.6656 6.0242
H -3.5412 2.4104 6.1732
H -3.8620 0.3687 4.8509
C -0.9468 -1.2086 -3.7271
C -0.4431 -0.7345 -2.4013
O 0.1908 -1.4876 -1.6104
O -0.6419 0.4504 -2.0280
H -0.5809 -2.2094 -3.9354
H -0.6478 -0.5057 -4.5037
H -2.0373 -1.2184 -3.7064
*
```

- DFT total energy (Eh) = -6885.49839
- expectation value of S² = 0.769
- HOMO-LUMO gap (spin up / spin down) (Ha) = 0.21553 / 0.23515

Atomic partial charges in e from the Löwdin method, atoms 1 to 99: 1.17, 0.72, -1.63, 0.63, 0.54, -0.43, 0.88, -0.37, 0.94, -0.36, 0.83, -0.43, -0.32, -0.06, -0.04, -0.05, -0.05, -0.07, -0.30, -0.08, -0.06, -0.04, -0.04, -0.05, -0.31, -0.06, -0.04, -0.03, -0.04, -0.06, -0.31, -0.10, -0.05, -0.03, -0.04, -0.05, -0.29, -0.05, -0.04, -0.04, -0.06, -0.07, -0.29, -0.07, -0.04, -0.03, -0.03, -0.05, 0.10, 0.12, 0.12, 0.12, 0.12, 0.10, 0.12, 0.12, 0.12, 0.12, 0.12, 0.12, 0.12, 0.12, 0.10, 0.05, 0.11, 0.12, 0.12, 0.13, 0.11, 0.12, 0.12, 0.12, 0.08, 0.08, 0.12, 0.12, 0.12, 0.08, 0.87, -0.34, -0.15, -0.07, -0.06, -0.06, -0.12, -0.36, -0.17, -0.07, -0.06, -0.06, -0.13, 0.00, 0.05, 0.10, 0.11, 0.11, 0.10, 0.04, 0.11



No. 2
Here is a molecular structure, C51H44N2O2P2SiTl from the OMol25 dataset. Energies are from wB97M-V/def2-TZVPD.

The geometry in ORCA input format:
```
! RIJCOSX wB97M-V def2-TZVPD def2/J DEFGRID3
* xyz -1 1
Tl -1.2026 -0.6825 1.4496
C -3.2182 -0.8357 -2.9310
Si -1.3814 -0.2803 -2.6835
C -0.8422 1.0448 -3.9582
C -0.5318 1.0314 -5.3188
C -0.1412 2.1905 -5.9718
C -0.0824 3.3886 -5.2758
C -0.3804 3.4236 -3.9209
C -0.7211 2.2454 -3.2503
P -1.3733 2.0281 -1.4581
C -3.1820 2.1804 -1.8098
C -4.0759 1.4109 -1.0768
C -5.4456 1.5636 -1.2321
C -5.9379 2.5013 -2.1285
C -5.0539 3.2689 -2.8769
C -3.6852 3.1063 -2.7201
C -1.0391 3.8480 -1.0177
C 0.3061 4.2327 -1.0035
C 0.7073 5.4676 -0.5227
C -0.2375 6.3596 -0.0295
C -1.5744 5.9979 -0.0308
C -1.9656 4.7538 -0.5162
C -0.5768 -1.8357 -3.6158
C -1.1695 -2.0103 -4.8762
C -0.7175 -2.9211 -5.8184
C 0.3702 -3.7275 -5.5259
C 0.9498 -3.6184 -4.2736
C 0.4960 -2.6960 -3.3200
P 1.3986 -2.8680 -1.7356
C 0.0346 -3.0995 -0.5205
C 0.4077 -3.4301 0.7871
C -0.5314 -3.8617 1.7076
C -1.8626 -4.0117 1.3334
C -2.2415 -3.7199 0.0335
C -1.3010 -3.2678 -0.8864
C 2.2446 -1.2429 -1.5739
C 2.2023 -0.2689 -2.5697
C 3.0950 0.7961 -2.5606
C 4.0386 0.9051 -1.5521
C 4.0785 -0.0492 -0.5432
C 3.2019 -1.1209 -0.5638
H -3.3064 -1.7502 -3.5162
H -3.8097 -0.0562 -3.4169
H -3.6794 -1.0293 -1.9602
H -0.5794 0.1104 -5.8871
H 0.1113 2.1583 -7.0257
H 0.1984 4.3023 -5.7869
H -0.3368 4.3696 -3.4069
H -3.6758 0.6881 -0.3766
H -6.1301 0.9532 -0.6551
H -7.0065 2.6360 -2.2443
H -5.4342 4.0008 -3.5792
H -3.0010 3.7021 -3.3125
H 1.0543 3.5381 -1.3734
H 1.7585 5.7318 -0.5157
H 0.0707 7.3219 0.3612
H -2.3236 6.6790 0.3559
H -3.0203 4.5016 -0.5076
H -2.0245 -1.3999 -5.1413
H -1.2152 -2.9919 -6.7791
H 0.7514 -4.4362 -6.2509
H 1.7791 -4.2643 -4.0093
H 1.4451 -3.3442 1.0855
H -0.2211 -4.0956 2.7187
H -2.5966 -4.3502 2.0545
H -3.2726 -3.8426 -0.2760
H -1.6128 -3.0782 -1.9047
H 1.5027 -0.3490 -3.3873
H 3.0440 1.5402 -3.3482
H 4.7336 1.7362 -1.5429
H 4.8005 0.0305 0.2606
H 3.2556 -1.8656 0.2213
O 2.9198 -1.5282 2.9529
C 1.8485 -0.9558 2.7273
O 1.2035 -0.9255 1.6398
C 1.2339 -0.1709 3.8908
C 2.0405 0.3199 4.9096
C 1.4534 1.0314 5.9409
C 0.0773 1.2097 5.9347
C -0.6482 0.6795 4.8820
N -0.0849 0.0150 3.8770
H 3.1024 0.1239 4.8674
H 2.0557 1.4442 6.7411
H -0.4245 1.7591 6.7202
H -1.7262 0.7961 4.8362
C -3.2087 2.4266 1.8162
C -1.7601 2.7575 2.0506
C -1.4450 3.5415 3.1555
C -0.1366 3.8844 3.4507
C 0.8720 3.3883 2.6454
C 0.5958 2.5997 1.5334
C 1.7496 2.0701 0.7360
C -0.7383 2.3083 1.1818
N -1.0150 1.5050 0.0516
H -3.8008 2.7038 2.6900
H -3.3546 1.3627 1.6305
H -3.6113 2.9580 0.9526
H -2.2528 3.8958 3.7883
H 0.0941 4.5082 4.3064
H 1.9094 3.6186 2.8686
H 2.3458 2.8860 0.3179
H 1.4124 1.4262 -0.0711
H 2.4085 1.4799 1.3760
*
```

- DFT total energy (Eh) = -3374.59707
- energy above the lowest of the compared OMol25 structures with the same formula, charge and spin (kJ/mol) = 0.0
- HOMO-LUMO gap (Ha) = 0.25090

Atomic partial charges in e from the Löwdin method, atoms 1 to 99: 0.91, -0.22, 0.75, -0.29, -0.09, -0.10, -0.10, -0.09, -0.30, 0.83, -0.31, -0.15, -0.08, -0.10, -0.09, -0.08, -0.26, -0.13, -0.08, -0.10, -0.09, -0.08, -0.28, -0.16, -0.09, -0.10, -0.12, -0.40, 1.13, -0.38, -0.15, -0.13, -0.14, -0.12, -0.13, -0.35, -0.10, -0.09, -0.11, -0.09, -0.11, 0.01, 0.03, 0.01, 0.08, 0.09, 0.10, 0.09, 0.08, 0.10, 0.09, 0.10, 0.11, 0.10, 0.10, 0.09, 0.10, 0.09, 0.09, 0.10, 0.09, 0.08, 0.10, 0.11, 0.10, 0.10, 0.08, 0.08, 0.10, 0.10, 0.11, 0.09, 0.01, -0.64, -0.20, -0.19, -0.01, -0.07, -0.07, -0.14, 0.06, 0.11, 0.10, 0.10, 0.11, -0.05, -0.24, -0.08, -0.10, -0.06, -0.22, -0.05, -0.35, -0.25, 0.08, 0.03, 0.06, 0.10, 0.09



No. 3
Here is a molecular structure, C51H47BrFeN4O2P2S at a distorted geometry from the OMol25 dataset. Energies are from wB97M-V/def2-TZVPD.

The geometry in ORCA input format:
```
! RIJCOSX wB97M-V def2-TZVPD def2/J DEFGRID3
* xyz 0 5
Fe 0.4666 -0.2671 0.1920
O -2.1007 -3.2670 3.7053
C -2.4458 -3.8415 2.5300
C -3.2490 -4.9758 2.5876
C -3.6672 -5.5967 1.4231
C -3.2801 -5.0945 0.1894
C -2.4577 -3.9795 0.1337
C -2.0269 -3.3430 1.2878
C -1.0520 -2.1768 1.2162
O -0.7568 -1.7349 -0.0488
N -1.5646 -1.0893 2.0679
N -0.6959 0.0115 1.9000
C -0.9365 1.0989 2.6199
C -0.1841 2.2438 2.5089
Br 1.1609 2.0410 1.0413
C -0.0661 3.4099 3.2589
C -0.2617 3.5499 4.6683
C -0.1336 4.8310 5.2484
C -0.2795 5.0239 6.6059
C -0.5682 3.9495 7.4416
C -0.6966 2.6784 6.8941
C -0.5465 2.4753 5.5364
H -1.7462 -2.3763 3.5161
H -3.5369 -5.3484 3.5623
H -4.3003 -6.4724 1.4881
H -3.6134 -5.5740 -0.7223
H -2.1171 -3.5860 -0.8162
H -0.1363 -2.4977 1.7407
H -2.5265 -0.8566 1.8230
H -1.8073 1.1177 3.2719
H 0.2966 4.2846 2.7271
H 0.0936 5.6697 4.6002
H -0.1541 6.0137 7.0273
H -0.6852 4.0994 8.5068
H -0.8999 1.8359 7.5435
H -0.6099 1.4727 5.1361
C 1.4224 -0.7493 -7.2899
S 2.1710 0.8500 -6.8721
C 0.7111 1.7494 -6.2412
C 0.6640 1.8877 -4.7208
C 0.6528 0.5247 -4.0408
N 0.6576 0.5482 -2.5706
P -0.7067 0.6720 -1.5335
C -2.0266 0.0875 -2.6385
C -2.7641 0.9445 -3.4503
C -3.6160 0.4178 -4.4101
C -3.7373 -0.9565 -4.5619
C -3.0236 -1.8126 -3.7339
C -2.1741 -1.2941 -2.7703
C -1.1367 2.4373 -1.3485
C -2.1907 2.6810 -0.4672
C -2.5456 3.9780 -0.1390
C -1.8480 5.0423 -0.6941
C -0.8012 4.8049 -1.5726
C -0.4363 3.5049 -1.8919
P 2.0060 -0.0109 -1.6386
C 3.2596 1.1624 -2.3158
C 3.2201 2.4629 -1.8073
C 4.0031 3.4634 -2.3565
C 4.8446 3.1776 -3.4230
C 4.9080 1.8846 -3.9166
C 4.1299 0.8774 -3.3634
C 2.4981 -1.5961 -2.3723
C 1.6333 -2.3822 -3.1241
C 2.0700 -3.5923 -3.6432
C 3.3600 -4.0362 -3.3927
C 4.2092 -3.2820 -2.5929
C 3.7787 -2.0705 -2.0814
H 2.2049 -1.3426 -7.7580
H 0.6078 -0.6013 -7.9957
H 1.0686 -1.2550 -6.3922
H -0.1685 1.2186 -6.6094
H 0.7385 2.7335 -6.7061
H -0.2459 2.4377 -4.4623
H 1.5276 2.4611 -4.3748
H 1.5407 -0.0182 -4.3650
H -0.2227 -0.0336 -4.3856
H -2.6716 2.0167 -3.3352
H -4.1879 1.0849 -5.0425
H -4.3954 -1.3604 -5.3204
H -3.1358 -2.8845 -3.8386
H -1.6246 -1.9376 -2.0912
H -2.7214 1.8389 -0.0320
H -3.3541 4.1621 0.5565
H -2.1166 6.0579 -0.4331
H -0.2610 5.6363 -2.0083
H 0.4033 3.3200 -2.5499
H 2.5634 2.6960 -0.9785
H 3.9540 4.4674 -1.9544
H 5.4492 3.9590 -3.8645
H 5.5544 1.6553 -4.7536
H 4.1945 -0.1182 -3.7762
H 0.6137 -2.0560 -3.2930
H 1.3959 -4.1949 -4.2387
H 3.6977 -4.9781 -3.8047
H 5.2027 -3.6445 -2.3628
H 4.4303 -1.4866 -1.4397
N 5.7205 -4.6403 2.8216
C 4.9173 -3.9267 2.4111
C 3.9149 -3.0433 1.9022
C 3.8883 -1.7045 2.2858
C 2.9103 -0.8580 1.7847
C 1.9343 -1.3247 0.9073
C 1.9876 -2.6661 0.5168
C 2.9572 -3.5215 1.0068
H 4.6310 -1.3279 2.9767
H 2.9251 0.1785 2.0953
H 1.2463 -3.0561 -0.1698
H 2.9788 -4.5591 0.6997
*
```

- DFT total energy (Eh) = -7259.66584
- energy above the lowest of the compared OMol25 structures with the same formula, charge and spin (kJ/mol) = 111.0
- expectation value of S² = 6.128
- HOMO-LUMO gap (spin up / spin down) (Ha) = 0.18236 / 0.23813

Atomic partial charges in e from the Löwdin method, atoms 1 to 99: 0.25, 0.05, -0.28, -0.02, -0.09, -0.10, -0.03, -0.09, -0.44, -0.30, -0.02, -0.12, -0.22, -0.51, 0.93, -0.13, -0.23, -0.05, -0.10, -0.10, -0.09, -0.04, 0.08, 0.12, 0.10, 0.09, 0.09, 0.14, 0.14, 0.14, 0.09, 0.11, 0.10, 0.10, 0.10, 0.09, -0.40, 0.80, -0.47, -0.25, -0.27, -0.39, 1.00, -0.32, -0.08, -0.07, -0.08, -0.07, -0.09, -0.39, -0.11, -0.07, -0.08, -0.07, -0.11, 1.04, -0.30, -0.12, -0.07, -0.07, -0.07, -0.09, -0.35, -0.08, -0.07, -0.07, -0.07, -0.11, 0.03, 0.03, 0.02, 0.08, 0.07, 0.10, 0.10, 0.07, 0.11, 0.11, 0.11, 0.11, 0.11, 0.07, 0.11, 0.11, 0.10, 0.11, 0.08, 0.01, 0.11, 0.11, 0.11, 0.10, 0.09, 0.11, 0.11, 0.11, 0.12, 0.15, -0.19



No. 4
Here is a molecular structure, C51H47N3O4P3RuS2 at a distorted geometry from the OMol25 dataset. Energies are from wB97M-V/def2-TZVPD.

The geometry in ORCA input format:
```
! RIJCOSX wB97M-V def2-TZVPD def2/J DEFGRID3
* xyz -1 1
Ru 0.0220 0.3583 -0.3580
O -0.9876 1.3607 1.2803
P -2.4553 1.2168 1.6109
C -3.3187 0.0086 0.7297
P -3.0840 0.1489 -0.9758
O -1.7780 0.7804 -1.4445
C -4.3863 1.2478 -1.6406
C -4.0399 2.4826 -2.1780
C -5.0282 3.3787 -2.5673
C -6.3668 3.0434 -2.4342
C -6.7209 1.8069 -1.9057
C -5.7348 0.9182 -1.5090
C -3.4540 -1.4099 -1.8173
C -3.3096 -1.4631 -3.2014
C -3.6045 -2.6317 -3.8880
C -4.0564 -3.7481 -3.1960
C -4.2072 -3.6949 -1.8166
C -3.9038 -2.5281 -1.1285
C -2.6982 0.9066 3.3778
C -1.7555 1.4234 4.2657
C -1.8813 1.1927 5.6282
C -2.9570 0.4632 6.1140
C -3.9046 -0.0473 5.2345
C -3.7706 0.1654 3.8705
C -3.1597 2.8882 1.3663
C -4.5056 3.1490 1.6165
C -5.0541 4.3831 1.3069
C -4.2592 5.3733 0.7404
C -2.9196 5.1224 0.4881
C -2.3721 3.8825 0.7965
H -4.3499 -0.1399 1.0382
H -1.5849 -1.6173 0.6552
H -2.9907 2.7364 -2.2626
H -4.7489 4.3450 -2.9698
H -7.1356 3.7441 -2.7363
H -7.7657 1.5402 -1.7996
H -6.0169 -0.0430 -1.0905
H -2.9519 -0.5884 -3.7335
H -3.4811 -2.6725 -4.9635
H -4.2858 -4.6612 -3.7316
H -4.5477 -4.5686 -1.2745
H -3.9763 -2.4879 -0.0480
H -0.9039 1.9879 3.8804
H -1.1213 1.5677 6.3028
H -3.0492 0.2761 7.1768
H -4.7387 -0.6269 5.6104
H -4.4893 -0.2722 3.1909
H -5.1344 2.3760 2.0463
H -6.1034 4.5724 1.4981
H -4.6886 6.3367 0.4924
H -2.2985 5.8891 0.0406
H -1.3338 3.6617 0.5838
C 9.3333 -4.2656 -6.1311
C 8.6015 -3.2827 -5.2582
C 8.9686 -3.0731 -3.9334
C 8.2810 -2.1811 -3.1252
C 7.2076 -1.4512 -3.6296
N 6.5585 -0.5195 -2.8010
C 5.2003 -0.2589 -2.6342
O 4.8429 0.7017 -1.9877
N 4.3617 -1.2042 -3.1765
C 2.9602 -1.2836 -3.0140
C 2.2675 -2.2790 -3.6950
C 0.9120 -2.4258 -3.4637
C 0.2829 -1.6028 -2.5446
N 0.9514 -0.6391 -1.9008
C 2.2531 -0.4559 -2.1537
C 6.8535 -1.6280 -4.9691
C 7.5331 -2.5433 -5.7563
H 10.1446 -4.7465 -5.5846
H 9.7631 -3.7730 -7.0061
H 8.6627 -5.0478 -6.4926
H 9.7995 -3.6300 -3.5162
H 8.5649 -2.0541 -2.0877
H 7.1209 0.0172 -2.1572
H 4.7917 -2.0175 -3.5836
H 2.7906 -2.9397 -4.3781
H 0.3422 -3.1976 -3.9622
H -0.7457 -1.7319 -2.2478
H 2.7497 0.3349 -1.6230
H 6.0653 -1.0251 -5.4000
H 7.2369 -2.6660 -6.7922
O -0.9455 -1.4743 -0.1200
S 4.1828 -0.7837 3.3282
P 2.3324 -0.3383 2.8172
S 2.0849 -0.3652 0.7985
C 1.9278 1.3087 3.4982
C 1.6935 2.4016 2.6765
C 1.4404 3.6510 3.2329
C 1.4380 3.8150 4.6100
C 1.6880 2.7239 5.4364
C 1.9255 1.4774 4.8829
C 1.1258 -1.3962 3.6891
C 1.5217 -2.2462 4.7159
C 0.5769 -3.0218 5.3773
C -0.7633 -2.9431 5.0217
C -1.1625 -2.0806 4.0080
C -0.2181 -1.3101 3.3485
H 1.6833 2.2605 1.6015
H 1.2362 4.4943 2.5844
H 1.2357 4.7876 5.0424
H 1.6924 2.8476 6.5131
H 2.1284 0.6253 5.5218
H 2.5731 -2.3051 4.9689
H 0.8898 -3.6904 6.1704
H -1.4982 -3.5495 5.5386
H -2.2076 -2.0019 3.7263
H -0.5135 -0.6349 2.5600
C 0.7368 1.9821 -0.8263
H 1.4048 2.1815 -1.6796
H 0.4831 2.9206 -0.3087
*
```

- DFT total energy (Eh) = -4352.42097
- energy above the lowest of the compared OMol25 structures with the same formula, charge and spin (kJ/mol) = 0.0
- HOMO-LUMO gap (spin up / spin down) (Ha) = 0.24567 / 0.24564

Atomic partial charges in e from the Löwdin method, atoms 1 to 99: 1.01, -0.45, 0.68, -0.38, 0.69, -0.44, -0.26, -0.07, -0.09, -0.10, -0.10, -0.09, -0.29, -0.09, -0.09, -0.10, -0.08, -0.08, -0.27, -0.06, -0.07, -0.09, -0.10, -0.10, -0.25, -0.08, -0.09, -0.10, -0.09, -0.07, 0.03, -0.02, 0.10, 0.10, 0.09, 0.10, 0.11, 0.11, 0.10, 0.09, 0.10, 0.10, 0.10, 0.10, 0.10, 0.10, 0.09, 0.10, 0.10, 0.09, 0.10, 0.08, -0.06, -0.29, -0.05, -0.02, -0.26, 0.12, -0.50, 0.08, 0.15, -0.18, -0.02, -0.04, -0.11, -0.09, -0.13, -0.03, -0.05, 0.07, 0.08, 0.08, 0.11, 0.12, 0.15, 0.12, 0.11, 0.10, 0.08, 0.04, 0.12, 0.11, -0.51, 0.13, 0.06, 0.37, -0.37, -0.10, -0.09, -0.11, -0.11, -0.10, -0.36, -0.12, -0.10, -0.09, -0.08, -0.09, 0.05



> The highest DFT total energy belongs to which entry?

C51H44N2O2P2SiTl



> What is the formula in the second record?

C51H44N2O2P2SiTl



> Look up the DFT total energy of the second one.

-3374.59707 Eh



> Which of these has the highest DFT total energy?

C51H44N2O2P2SiTl